# 1
C14H30O5STi as an isolated structure in a non-equilibrium geometry. Source: the Open Molecules 2025 dataset; level of theory: wB97M-V/def2-TZVPD.

Atoms and positions in Å:
Ti 0.05 0.21 -0.09
S 0.08 -0.17 2.98
O 1.76 0.91 -0.77
O -0.17 0.62 1.61
O -1.64 -0.77 -0.24
O -0.66 1.19 -1.63
O 0.81 -1.49 -0.67
C 0.33 1.72 -2.55
C -0.16 -2.47 -1.14
C 1.84 0.16 3.38
C 1.55 2.02 -1.69
C -2.60 -0.09 -1.10
C -1.01 0.61 4.22
C 2.01 -1.39 -1.51
C 2.37 1.58 3.63
C 2.74 -0.12 -1.06
C -0.64 3.13 4.40
C -1.84 0.59 -2.24
C -0.56 1.77 5.10
C -1.44 -2.20 -0.35
C 2.53 2.49 2.41
H -0.10 3.15 3.45
H -1.68 3.39 4.21
H -0.32 -2.34 -2.21
H 1.70 -1.32 -2.56
H -0.22 3.90 5.05
H 0.20 -3.48 -0.95
H -1.87 0.90 3.61
H -3.36 -0.77 -1.47
H 3.45 0.21 -1.82
H -0.03 2.63 -3.03
H 2.64 -2.26 -1.37
H 3.22 2.04 1.69
H 2.96 3.44 2.72
H -2.30 -2.69 -0.82
H 1.58 2.70 1.93
H -1.35 -2.58 0.67
H 0.55 0.97 -3.32
H -1.52 -0.13 -3.00
H 0.43 1.59 5.53
H 1.37 2.89 -1.06
H 1.79 2.08 4.39
H 1.98 -0.46 4.27
H 3.29 -0.30 -0.14
H -1.29 -0.26 4.82
H 2.36 -0.33 2.55
H 3.36 1.43 4.06
H -3.08 0.66 -0.47
H -1.24 1.77 5.95
H 2.44 2.21 -2.29
H -2.46 1.35 -2.71

Results
E_LUMO (spin up / spin down) = -9.78 / -9.49 eV
2S+1 = 2
HOMO-LUMO gap (spin up / spin down) = 9.66 / 10.27 eV
Energy above the lowest of the compared OMol25 structures with the same formula, charge and spin = 52.6 kJ/mol
Highest occupied orbital energy (spin up / spin down) = -19.441 / -19.755 eV
Charge = +3

***

# 2
An isolated ion of composition C14H31BClO4 and charge -1. Source: the Open Molecules 2025 dataset; level of theory: wB97M-V/def2-TZVPD.

Atoms and positions in Å:
Cl -1.98 -1.49 -2.10
O 2.59 0.57 -1.69
O -4.07 -2.32 1.47
O -1.71 2.76 2.41
O -3.21 -1.22 1.08
C 3.63 -0.31 -1.30
C 3.31 -1.71 -1.81
C -1.36 -0.07 -1.08
C 2.88 1.93 -1.44
C -2.43 1.01 -1.14
C 2.48 -2.59 -0.87
C 0.99 -2.23 -0.78
C 0.64 -1.26 0.36
C -1.86 -1.67 1.09
C -2.14 0.59 3.46
C 2.65 2.33 0.01
C -1.86 1.34 2.14
C -0.66 0.79 1.38
C -2.84 1.45 -2.55
B -0.85 -0.56 0.42
H -3.17 2.49 -2.56
H -3.07 0.02 3.39
H 0.67 -1.82 -1.74
H 4.58 0.05 -1.72
H -1.57 -1.86 2.14
H 2.23 2.50 -2.10
H 0.12 0.54 2.12
H 0.77 -1.82 1.30
H -0.80 2.87 2.74
H 3.92 2.15 -1.73
H 0.42 -3.15 -0.64
H -2.75 1.30 1.53
H 4.25 -2.22 -2.04
H 1.58 2.39 0.23
H 3.73 -0.33 -0.21
H 3.11 3.30 0.23
H 2.78 -1.59 -2.76
H 1.41 -0.47 0.39
H -2.25 1.31 4.27
H -0.48 0.27 -1.64
H -3.92 -2.33 2.43
H -3.30 0.67 -0.58
H -1.33 -0.10 3.71
H -2.00 1.36 -3.24
H -1.80 -2.62 0.55
H -2.02 1.87 -0.60
H 2.60 -3.63 -1.20
H 2.91 -2.54 0.14
H 3.08 1.59 0.69
H -0.26 1.61 0.77
H -3.64 0.83 -2.95

Results
E_LUMO = 3.08 eV
2S+1 = 1
HOMO-LUMO gap = 8.42 eV
Highest occupied orbital energy = -5.335 eV
Charge = -1

***

# 3
A 2-piece molecular cluster, C14H31BN3O5 overall in a non-equilibrium geometry. Source: the Open Molecules 2025 dataset; level of theory: wB97M-V/def2-TZVPD.

Atoms and positions in Å:
O 0.81 4.43 -2.28
O -0.50 7.20 2.50
O -2.25 5.44 2.24
O 2.53 4.38 -1.19
O -0.21 -1.31 0.22
N -2.20 1.68 -4.59
N 1.12 -4.03 0.94
N 1.61 3.63 -1.55
C -0.98 -4.20 -0.56
C -0.42 -4.11 0.86
C 1.18 -1.42 0.50
C -0.18 5.27 0.63
C -0.80 1.01 -2.52
C 1.70 -5.30 0.27
C 1.73 -2.81 0.17
C -1.26 4.58 -0.42
C -0.87 -0.33 1.00
C -1.55 2.14 -3.44
C -1.06 5.98 1.85
C 1.58 -4.11 2.41
C 1.17 -2.96 3.31
C -1.62 3.75 -3.16
B -0.62 4.26 -1.92
H 2.67 -4.20 2.40
H -1.66 0.13 0.40
H 0.36 0.98 -2.73
H -1.68 3.61 0.11
H 0.56 4.46 1.05
H -0.72 -5.02 1.41
H -0.68 -3.36 -1.18
H -2.74 4.05 -2.94
H 1.69 -0.69 -0.13
H 1.39 -1.14 1.54
H 0.40 6.15 0.08
H 1.55 -3.01 -0.90
H 1.26 -6.18 0.74
H 0.15 -2.62 3.15
H -2.62 2.54 -5.06
H -0.69 -5.12 -1.06
H 1.86 -2.12 3.22
H -2.12 5.39 -0.57
H 1.24 -3.29 4.36
H -1.01 1.13 -1.36
H -2.07 -4.19 -0.52
H 1.49 -5.28 -0.80
H -1.20 -0.06 -2.85
H 2.79 -5.29 0.42
H -0.85 -3.26 1.39
H -0.19 0.45 1.36
H 1.17 -5.05 2.81
H 2.81 -2.84 0.35
H 0.50 7.15 2.29
H -1.24 4.29 -4.14
H -1.34 -0.82 1.86

Results
E_LUMO = -2.82 eV
2S+1 = 1
HOMO-LUMO gap = 9.16 eV
Highest occupied orbital energy = -11.973 eV
Charge = +1

***

# 4
C14H31ClGaINO3 as an isolated structure in a non-equilibrium geometry. Source: the Open Molecules 2025 dataset; level of theory: wB97M-V/def2-TZVPD.

Atoms and positions in Å:
I -1.81 2.73 -1.52
Ga -0.98 1.34 0.56
Cl -0.82 -0.79 -0.21
O 0.66 -2.30 3.89
O -1.38 1.88 -6.83
O -3.71 -0.56 1.76
N -2.38 1.43 1.94
C -1.53 0.85 -7.78
C -1.92 1.61 -5.54
C 0.68 -1.38 4.96
C 3.22 1.25 1.72
C 4.38 1.18 0.71
C -0.50 -3.12 3.79
C 1.91 1.04 0.90
C 3.40 0.04 2.64
C -2.98 0.49 -8.08
C 0.60 -2.03 6.33
C -1.30 0.42 -4.84
C -1.78 -2.34 3.59
C -3.04 0.42 1.86
C 0.79 2.03 1.25
H 1.38 -2.79 6.44
H -1.73 2.51 -4.95
H -1.68 0.33 -3.82
H 2.13 1.17 -0.15
H 1.56 0.03 1.10
H 4.29 2.00 0.01
H 5.35 1.15 1.19
H -3.01 1.51 -5.59
H 0.93 2.98 0.74
H -0.57 -3.78 4.66
H 0.71 2.24 2.31
H -3.48 0.06 -7.21
H -2.02 -1.73 4.47
H -0.33 -3.76 2.92
H -2.62 -3.02 3.42
H -1.06 1.21 -8.69
H 3.28 -0.85 2.03
H -0.36 -2.53 6.49
H -0.12 -0.64 4.83
H -3.54 1.38 -8.37
H 2.64 -0.01 3.42
H 1.62 -0.85 4.87
H -1.70 -1.67 2.74
H -3.03 -0.23 -8.89
H -0.21 0.52 -4.80
H -1.52 -0.52 -5.36
H 3.22 2.19 2.26
H 4.41 0.01 3.04
H 4.24 0.25 0.17
H 0.72 -1.28 7.11
H -0.97 -0.05 -7.47

Results
E_LUMO = 2.79 eV
2S+1 = 1
HOMO-LUMO gap = 8.48 eV
Highest occupied orbital energy = -5.686 eV
Charge = -1

***

# 5
C14H31FN2O11P as an isolated structure in a non-equilibrium geometry. Source: the Open Molecules 2025 dataset; level of theory: wB97M-V/def2-TZVPD.

Atoms and positions in Å:
P -2.23 0.12 -2.53
F 0.51 3.29 -1.79
O -1.24 -7.34 -1.32
O -0.50 7.68 1.44
O -2.65 -1.46 -2.36
O -1.19 -5.67 -2.67
O 1.77 -3.15 1.51
O -2.13 -5.38 -0.64
O -0.97 -0.10 -3.57
O 2.58 -1.73 -0.05
O 3.69 -2.23 1.86
O -0.20 5.52 2.04
O -0.07 7.23 3.50
N 0.43 2.29 -0.83
N -0.16 -0.57 -0.76
C -1.42 -4.29 -2.92
C -1.29 0.34 -0.88
C 0.70 -3.48 0.62
C 4.76 -1.38 1.43
C -1.03 1.86 -0.66
C -0.72 7.26 0.09
C 0.21 6.30 4.55
C 1.44 1.23 -1.14
C -1.58 -6.07 -1.46
C 2.67 -2.32 1.01
C -1.61 -7.93 -0.06
C 1.06 0.04 -0.26
C -0.25 6.70 2.30
C -1.47 2.38 0.69
H 0.01 -4.10 1.19
H 0.91 0.36 0.78
H -1.19 3.44 0.81
H 1.07 -4.04 -0.23
H 1.12 5.75 4.34
H -1.07 -4.11 -3.93
H -1.12 -7.41 0.75
H 4.41 -0.35 1.30
H -1.27 -8.96 -0.12
H -2.03 0.09 -0.11
H -1.04 1.80 1.51
H -0.71 -1.02 -3.68
H 5.19 -1.74 0.50
H -2.69 -7.89 0.07
H -0.62 5.61 4.67
H -2.47 -4.04 -2.84
H 0.32 6.90 5.44
H 5.49 -1.42 2.23
H 0.71 2.77 0.03
H 0.16 6.75 -0.31
H 1.86 -0.71 -0.26
H -0.84 -3.68 -2.21
H 0.07 -0.93 -1.68
H -2.56 2.32 0.77
H -0.90 8.17 -0.47
H 2.42 1.65 -0.93
H 0.19 -2.58 0.28
H -2.69 -1.79 -1.45
H -1.55 2.43 -1.45
H -1.59 6.61 0.03
H 1.34 0.99 -2.20

Results
E_LUMO = -2.44 eV
2S+1 = 1
HOMO-LUMO gap = 9.64 eV
Highest occupied orbital energy = -12.078 eV
Charge = +1

***

E for the records above, in order: -59165.468 -36408.605 -30391.322 -95658.012 -52521.013 eV